*w*
{
  "formula": "C3H14O3S",
  "method": "ωB97M-V with the def2-TZVPD basis set",
  "species": ["O", "C", "H", "H", "S", "H", "H", "H", "H", "H", "O", "H", "H", "H", "H", "O", "C", "H", "H", "H", "C"],
  "xyz": [[-4.67, -1.30, 1.76], [3.14, -1.10, -1.15], [3.26, -1.51, 1.04], [1.06, -2.25, 1.91], [1.29, -0.21, 0.77], [-3.87, -0.85, 1.47], [2.03, 3.00, -1.60], [1.39, 1.83, -0.84], [3.55, -0.36, -1.83], [-0.39, -1.76, 1.08], [1.80, 2.68, -0.74], [3.67, 0.05, 0.68], [3.71, -2.00, -1.37], [-6.47, 3.46, -0.53], [-5.49, 4.56, -0.98], [-5.56, 3.78, -0.46], [0.65, -2.03, 0.92], [-5.28, -1.19, 1.02], [1.01, -2.67, 0.15], [2.17, -1.36, -1.59], [3.01, -0.75, 0.31]],
  "mol_weight_da": 130.21,
  "lumo_ev": 0.56,
  "homo_ev": -8.8
}

---

*x*
{
  "formula": "C3H14O3S",
  "method": "ωB97M-V with the def2-TZVPD basis set",
  "species": ["H", "H", "O", "C", "H", "C", "H", "O", "H", "H", "S", "H", "H", "H", "H", "O", "C", "H", "H", "H", "H"],
  "xyz": [[-0.32, -0.79, -2.47], [0.24, -0.80, 2.50], [-0.86, -1.16, -3.19], [0.60, 2.43, 1.82], [0.82, -0.90, 3.76], [-0.93, 0.98, 0.31], [0.07, -3.06, -3.12], [0.77, -3.59, -3.55], [0.87, 1.65, -0.36], [0.87, 0.51, 0.99], [-1.17, -0.78, -0.11], [-1.43, 1.60, -0.44], [-1.60, 1.01, 1.19], [0.51, 1.87, 2.74], [0.18, -4.28, -3.88], [0.99, -0.39, 2.96], [0.49, 1.47, 0.64], [-1.58, -0.54, -2.91], [0.08, -1.35, -0.38], [1.57, 2.93, 1.78], [-0.17, 3.19, 1.72]],
  "mol_weight_da": 130.21,
  "lumo_ev": 0.46,
  "homo_ev": -9.6
}

---

Which of them is the most stable? Correct choice: *w*.

---

*w*
{
  "formula": "C3H12N3O",
  "method": "ωB97M-V with the def2-TZVPD basis set",
  "species": ["H", "H", "H", "O", "H", "H", "C", "N", "N", "H", "H", "N", "H", "H", "C", "C", "H", "H", "H"],
  "xyz": [[0.02, -0.59, -0.26], [1.30, -1.39, 2.27], [0.13, -1.14, -3.45], [-0.95, -0.92, -1.69], [0.10, 0.52, -2.71], [-1.26, -0.01, -3.55], [-0.45, -0.39, -2.94], [-1.21, 1.31, 0.53], [0.57, 1.42, 2.12], [-1.74, 0.65, -0.02], [-1.24, -1.82, -1.89], [0.25, -0.43, 0.74], [0.74, 1.08, 3.06], [0.29, 2.39, 2.21], [1.47, -1.05, 1.24], [-0.22, 0.69, 1.25], [2.25, -0.30, 1.41], [1.83, -1.84, 0.59], [-1.88, 1.82, 1.09]],
  "mol_weight_da": 106.15,
  "total_charge": 1,
  "lumo_ev": -3.26,
  "homo_ev": -14.6
}

---

*x*
{
  "formula": "C3H12N3O",
  "method": "ωB97M-V with the def2-TZVPD basis set",
  "species": ["C", "H", "H", "H", "C", "H", "N", "O", "C", "H", "H", "N", "H", "H", "H", "H", "H", "N", "H"],
  "xyz": [[-1.02, -0.61, 0.76], [-0.63, -2.47, 0.16], [-1.16, 0.40, 0.39], [2.23, -0.84, -2.49], [1.17, 0.89, -2.23], [-0.27, -1.27, -1.04], [-0.74, -1.53, -0.17], [2.21, 1.83, -2.02], [-1.21, -0.82, 2.09], [1.94, -0.53, -0.93], [0.29, 1.18, -1.63], [-1.53, 0.38, 2.90], [-2.10, 1.04, 2.39], [-2.06, 0.18, 3.75], [-0.69, 0.89, 3.18], [2.10, 2.55, -2.65], [-0.93, -1.68, 2.66], [1.55, -0.44, -1.86], [0.86, 0.85, -3.27]],
  "mol_weight_da": 106.15,
  "total_charge": 1,
  "lumo_ev": -3.48,
  "homo_ev": -12.8
}

---

Which of them is the most stable? Correct choice: *w*.

---

*w*
{
  "formula": "C28H45N5O5SSeSiTi",
  "method": "ωB97M-V with the def2-TZVPD basis set",
  "species": ["C", "H", "C", "H", "H", "H", "H", "H", "C", "N", "H", "H", "H", "O", "H", "C", "C", "C", "H", "H", "H", "C", "C", "H", "H", "H", "C", "N", "O", "N", "C", "H", "C", "H", "C", "H", "Ti", "C", "C", "H", "H", "H", "H", "H", "C", "H", "C", "H", "H", "H", "H", "C", "H", "H", "H", "C", "Si", "O", "H", "H", "H", "H", "Se", "H", "O", "H", "H", "S", "C", "H", "H", "C", "C", "C", "H", "O", "N", "N", "C", "H", "C", "C", "C", "C", "C", "H", "H"],
  "xyz": [[3.51, -2.35, 0.69], [-0.18, 5.09, -1.44], [0.32, -2.21, 2.74], [-1.18, -5.57, 0.30], [-1.42, -0.10, 3.17], [-2.79, -4.90, 0.24], [-3.69, 3.42, 2.35], [0.62, -5.72, -1.04], [-0.11, -3.28, 3.68], [-0.85, -1.81, 1.97], [4.29, -1.80, 1.18], [0.49, 1.55, 1.91], [-6.45, 2.13, -1.64], [3.09, 5.18, -4.44], [4.00, 2.74, -4.49], [-3.68, 1.10, -0.20], [0.45, 4.30, -1.78], [3.45, 1.68, -2.70], [-3.91, 5.11, -0.47], [2.69, 1.07, -3.12], [0.91, -4.59, -2.39], [-4.63, 3.15, 1.91], [-0.33, 2.02, -1.14], [-0.10, 3.98, -2.71], [4.51, -5.56, 1.53], [-1.40, 0.73, -2.46], [-3.79, 4.10, -0.93], [-0.30, 1.20, -0.11], [1.35, 3.38, -4.36], [0.31, 3.17, -0.84], [2.57, -1.68, -0.08], [3.63, 0.22, -0.15], [-0.72, -4.48, 2.90], [5.59, -4.26, 1.09], [4.62, -4.45, 1.59], [-2.70, -0.75, 2.12], [-1.06, -0.87, -0.28], [-1.85, -1.04, 2.76], [0.27, 1.87, 0.94], [-1.28, -5.07, 3.59], [2.04, 5.80, -2.12], [-2.70, 4.02, -0.96], [-7.04, 3.35, -0.53], [2.01, 0.26, -0.78], [0.60, -4.68, -1.30], [-4.15, 4.16, -2.01], [-1.96, -5.22, 0.91], [-1.72, 2.42, -2.65], [4.35, 1.08, -2.68], [-0.23, 1.85, -3.31], [4.57, 3.48, -3.06], [1.55, -3.80, -0.56], [-0.47, -4.33, -1.18], [4.65, -4.17, 2.68], [-0.90, -2.91, 4.39], [2.55, -4.46, 0.17], [-4.62, 2.72, 0.06], [-2.11, -2.61, 0.30], [-2.43, -6.03, 1.49], [2.25, 0.30, 0.88], [0.74, -1.37, 3.24], [-2.21, -1.64, 3.58], [0.44, -1.62, -2.08], [2.60, 4.38, -1.40], [1.81, 5.15, 0.62], [3.24, 1.92, -1.64], [-5.25, 4.07, 1.91], [2.44, 4.12, -3.75], [1.54, -2.41, -0.73], [1.07, -2.61, 2.00], [2.50, -5.50, 0.23], [0.71, 3.11, 0.46], [3.53, -3.72, 0.81], [2.64, -0.21, -0.05], [0.72, -3.65, 4.24], [1.27, 4.05, 2.42], [1.34, 4.20, 1.20], [-1.55, -4.16, 1.83], [3.75, 2.92, -3.46], [-6.94, 1.70, 0.02], [-1.52, -2.89, 1.36], [-0.95, 1.68, -2.48], [-6.35, 2.45, -0.55], [-2.81, 0.23, -0.24], [1.87, 4.72, -2.15], [0.02, -5.14, 2.51], [-5.12, 2.32, 2.43]],
  "s2": 0.7561,
  "mol_weight_da": 718.68,
  "total_charge": 1,
  "multiplicity": 2,
  "lumo_ev": [-3.22, -3.21],
  "homo_ev": [-11.1, -11.2]
}

---

*x*
{
  "formula": "C28H45N5O5SSeSiTi",
  "method": "ωB97M-V with the def2-TZVPD basis set",
  "species": ["C", "C", "H", "C", "H", "H", "H", "C", "H", "H", "N", "H", "C", "H", "H", "O", "H", "C", "C", "C", "Si", "H", "C", "H", "S", "N", "H", "C", "H", "H", "Ti", "H", "H", "O", "C", "C", "H", "N", "C", "H", "H", "H", "N", "C", "C", "O", "H", "C", "H", "H", "H", "H", "C", "O", "C", "C", "N", "H", "C", "H", "C", "H", "H", "H", "C", "C", "H", "H", "H", "H", "H", "C", "H", "H", "C", "H", "O", "Se", "H", "C", "H", "C", "H", "H", "H", "H", "C"],
  "xyz": [[0.82, -3.65, 3.93], [1.72, -0.54, -1.90], [2.37, 2.22, 0.70], [0.57, -0.41, 1.60], [0.67, 0.56, 4.65], [-3.56, -3.17, 1.62], [0.78, 3.58, 5.22], [1.06, -1.14, 2.49], [2.48, 0.30, -5.05], [-3.73, -2.21, -4.05], [0.59, -1.02, -1.44], [-1.97, 4.59, -3.04], [0.35, 2.34, 2.38], [1.39, -4.35, 4.58], [-1.05, -1.96, -2.37], [-1.02, -1.13, -5.34], [2.68, 3.85, 3.94], [2.94, -1.62, 4.90], [2.43, 3.02, 1.43], [2.95, -0.37, -1.03], [2.03, -2.39, 3.43], [3.92, -1.98, 1.94], [0.24, 1.60, 4.71], [3.49, 2.98, 1.74], [1.20, 2.77, -2.58], [1.62, 2.69, 2.56], [2.12, 3.93, 0.94], [1.28, 2.65, 4.96], [2.71, 0.08, -0.10], [4.17, -3.42, 2.96], [-0.33, 0.66, 0.05], [-4.40, -4.15, -0.35], [2.29, -1.58, 5.72], [-0.14, 2.34, 1.18], [-4.02, -3.27, -0.97], [0.52, -1.07, -3.65], [-0.03, -3.26, 4.50], [1.74, -0.50, -3.25], [2.25, 2.85, 3.86], [-5.24, -4.39, -3.89], [-4.26, -1.47, 1.75], [1.84, 2.54, -4.80], [0.16, -1.14, -5.07], [-1.75, 1.63, 3.24], [-0.14, -1.40, -2.51], [2.48, 3.35, -2.23], [-2.46, -1.79, 1.57], [-3.45, -2.13, 1.25], [-3.53, -4.72, -3.76], [3.30, -1.39, -0.64], [0.40, -4.24, 3.10], [-2.25, 1.65, 4.19], [-3.67, -2.11, -0.24], [1.05, -1.31, -5.91], [-3.28, -0.99, -2.35], [-3.24, -1.00, -0.95], [-0.38, 1.95, 3.45], [-1.85, 0.58, 2.93], [-4.41, -4.53, -3.16], [-0.51, 1.63, 5.49], [1.42, 1.86, -4.07], [-1.87, 0.49, -2.82], [0.56, 4.67, -3.74], [-2.88, 0.11, -4.21], [-1.36, 3.68, -3.17], [-4.11, -3.32, -2.34], [-3.58, 1.13, -2.86], [0.09, 4.68, -2.03], [0.40, 1.49, -4.29], [3.77, -2.23, 5.31], [-4.59, -5.35, -2.57], [-3.73, -2.18, -3.02], [3.31, -0.60, 4.62], [-2.23, 2.30, 2.52], [0.14, 4.09, -2.92], [3.05, 2.05, 3.90], [0.57, 1.88, -1.58], [-2.73, 0.51, 0.05], [3.74, 0.20, -1.54], [3.45, -2.93, 2.31], [-1.62, 3.22, -4.12], [2.33, 0.61, -4.00], [-1.59, 3.07, -2.34], [3.26, -3.53, 1.44], [1.89, 2.39, 5.80], [3.28, 0.89, -3.54], [-2.92, 0.26, -3.11]],
  "s2": 0.7576,
  "mol_weight_da": 718.68,
  "total_charge": 1,
  "multiplicity": 2,
  "lumo_ev": [-3.34, -3.33],
  "homo_ev": [-10.6, -10.6]
}

---

Which of them is the most stable? Correct choice: *x*.

---

*w*
{
  "formula": "C4H9NO4P2S2",
  "method": "ωB97M-V with the def2-TZVPD basis set",
  "species": ["O", "C", "P", "H", "H", "H", "N", "H", "H", "P", "C", "H", "H", "O", "S", "O", "C", "H", "S", "H", "C", "O"],
  "xyz": [[-2.33, -1.00, 1.25], [-1.20, -2.67, -0.01], [-1.92, 1.96, -0.08], [-2.22, -2.92, 1.92], [2.02, 1.22, -0.97], [0.79, 1.17, 0.33], [-1.63, 0.55, -0.70], [0.78, 3.38, -1.76], [-1.37, -3.74, -0.13], [-2.71, -0.67, -0.30], [1.35, 1.82, -0.36], [0.01, 1.78, -2.05], [1.66, 3.24, 0.94], [2.18, 2.71, 0.33], [-4.55, -0.33, -0.77], [-0.80, 2.97, -0.57], [-1.59, -2.19, 1.41], [-0.71, -1.98, 2.02], [-3.20, 2.72, 1.13], [-0.16, -2.43, -0.23], [0.33, 2.50, -1.29], [-2.04, -2.00, -0.92]],
  "mol_weight_da": 261.20,
  "lumo_ev": -0.19,
  "homo_ev": -8.9
}

---

*x*
{
  "formula": "C4H9NO4P2S2",
  "method": "ωB97M-V with the def2-TZVPD basis set",
  "species": ["S", "O", "H", "H", "H", "C", "H", "H", "O", "H", "S", "P", "H", "H", "O", "O", "C", "N", "H", "C", "P", "C"],
  "xyz": [[0.52, -1.52, -0.62], [0.70, 0.19, 1.69], [1.58, 1.81, 2.27], [1.29, -3.20, 1.98], [-2.87, 1.59, -1.41], [2.75, 1.02, 0.69], [-1.37, 1.57, -2.30], [0.66, 1.76, 0.59], [-2.40, -1.27, -1.16], [2.81, 1.09, -0.46], [-2.01, -1.50, 1.83], [1.51, -1.17, 1.21], [-3.52, -0.28, -2.53], [-1.87, -0.74, -2.93], [-1.45, 0.75, -0.34], [2.86, -0.44, 0.81], [-2.05, 1.01, -1.61], [1.87, -2.40, 2.08], [3.62, 1.54, 1.08], [1.36, 1.36, 1.33], [-1.44, -0.82, 0.06], [-2.54, -0.36, -2.25]],
  "mol_weight_da": 261.20,
  "lumo_ev": 0.39,
  "homo_ev": -9.0
}

---

Which of them is the most stable? Correct choice: *w*.

---

*w*
{
  "formula": "C8H16N2",
  "method": "ωB97M-V with the def2-TZVPD basis set",
  "species": ["H", "H", "H", "C", "H", "H", "H", "H", "C", "C", "C", "H", "C", "H", "H", "C", "N", "H", "H", "C", "H", "H", "H", "H", "C", "N"],
  "xyz": [[-1.16, 0.31, -2.49], [-2.32, 1.61, -2.25], [-0.11, -0.93, 3.88], [1.04, -1.16, 0.93], [1.51, -2.79, -0.21], [-0.22, -2.57, -1.88], [-1.07, -2.25, -0.47], [-1.00, 2.14, 1.06], [1.79, -0.12, 1.43], [-1.43, 1.68, 0.17], [-1.26, 1.38, -2.33], [1.87, -1.27, -1.00], [-0.32, -1.79, -1.11], [1.97, 0.69, 3.32], [2.70, 0.08, 0.89], [-0.46, 1.68, -1.06], [0.18, -1.57, 1.94], [-0.61, 1.72, -3.20], [-0.43, -0.77, -1.50], [0.43, -0.80, 2.97], [0.13, 2.60, -0.99], [-2.36, 2.22, -0.13], [0.30, 0.95, -0.75], [-1.67, 0.65, 0.47], [1.08, -1.80, -0.42], [1.41, 0.11, 2.73]],
  "mol_weight_da": 140.23,
  "lumo_ev": 0.86,
  "homo_ev": -8.5
}

---

*x*
{
  "formula": "C8H16N2",
  "method": "ωB97M-V with the def2-TZVPD basis set",
  "species": ["H", "C", "H", "C", "H", "C", "C", "C", "H", "H", "N", "H", "H", "H", "N", "H", "C", "H", "H", "H", "H", "H", "C", "H", "H", "C"],
  "xyz": [[-1.55, 1.57, 3.03], [-0.86, -0.43, 0.20], [0.02, -2.12, -0.88], [-0.25, -1.83, 0.14], [0.62, -0.72, -2.26], [2.67, -0.22, -0.57], [-1.74, -0.10, -0.79], [-1.26, -0.15, 1.75], [-2.27, 0.84, -0.78], [-2.79, 1.39, 1.71], [1.08, 0.17, -2.40], [-1.98, -0.94, 1.98], [2.31, -1.24, -0.49], [2.97, 0.12, 0.42], [0.21, 2.05, 0.43], [-1.87, -0.72, -1.67], [1.60, 0.70, -1.15], [0.62, -1.90, 0.78], [-0.98, -2.56, 0.49], [3.54, -0.23, -1.23], [-0.34, -0.33, 2.31], [0.41, 0.80, -2.81], [-1.76, 1.22, 2.02], [-1.00, 1.92, 1.29], [2.07, 1.66, -1.38], [0.53, 1.05, -0.14]],
  "mol_weight_da": 140.23,
  "lumo_ev": 0.02,
  "homo_ev": -8.1
}

---

Which of them is the most stable? Correct choice: *w*.